<a>
ORCA calculation (ωB97M-V with the def2-TZVPD basis set) on 2 unconnected molecules or ions with the total composition C9H12Se.

```
22
Properties=species:S:1:pos:R:3
C 1.926 0.791 -2.151
C 2.165 1.224 -0.818
C 1.284 -0.378 -2.388
C 1.638 0.486 0.191
C 0.723 -1.094 -1.382
C 0.859 -0.681 -0.044
C -1.427 1.188 1.100
C -1.588 -0.309 1.149
C 0.246 -1.368 1.024
Se -0.165 -3.230 0.958
H 2.313 1.373 -3.027
H 2.712 2.189 -0.470
H 0.997 -0.794 -3.376
H 1.832 0.884 1.191
H 0.117 -1.940 -1.814
H -2.155 1.611 0.318
H -1.527 1.652 1.984
H -0.380 1.372 0.722
H -1.937 -0.726 2.199
H -1.999 -0.831 0.269
H 0.651 -1.197 2.138
H 0.430 -3.351 -0.337
```

The gap between HOMO and LUMO is 0.3132 hartree. As for the net charge: 0.



<b>
ORCA calculation (ωB97M-V with the def2-TZVPD basis set) on 2 unconnected molecules or ions with the total composition C9H12Se.

```
22
Properties=species:S:1:pos:R:3
C 1.759 0.838 -2.606
C 1.181 1.874 -1.839
C 1.333 -0.457 -2.532
C 0.248 1.617 -0.933
C 0.421 -0.730 -1.497
C -0.111 0.294 -0.682
C -2.159 0.108 2.546
C -1.448 0.567 1.352
C -0.930 -0.171 0.427
Se 1.558 -2.556 2.598
H 2.603 1.182 -3.161
H 1.767 2.792 -1.762
H 1.781 -1.169 -3.236
H -0.259 2.572 -0.480
H 0.127 -1.813 -1.473
H -2.009 -0.938 2.938
H -2.150 0.969 3.290
H -3.174 -0.120 2.198
H 1.283 -3.573 1.618
H -1.542 1.733 1.240
H -1.063 -1.287 0.504
H 0.784 -1.733 1.489
```

The gap between HOMO and LUMO is 0.3314 hartree. As for the net charge: 0. Its SMILES is C/C=C/c1ccccc1.[SeH2].



Going by the energies, <b> is most stable and the next is 70.0 kJ/mol up.



<a>
ORCA calculation (ωB97M-V with the def2-TZVPD basis set) on 9 unconnected molecules or ions with the total composition C17H52O9.

```
78
Properties=species:S:1:pos:R:3
C -1.168 2.624 1.976
C -1.040 4.219 2.083
C -1.062 4.960 0.702
O -1.991 4.729 3.028
H -2.137 2.346 1.574
H -0.972 2.117 2.943
H -0.441 2.130 1.387
H -0.046 4.446 2.394
H -0.798 5.997 0.809
H -2.033 4.810 0.256
H -0.391 4.548 -0.045
H -2.776 4.218 2.846
C 5.050 -2.070 0.302
C 4.678 -3.199 1.241
C 5.643 -3.139 2.390
O 3.365 -3.012 1.601
H 6.029 -2.249 -0.084
H 4.952 -1.122 0.822
H 4.424 -1.941 -0.571
H 4.730 -4.186 0.831
H 6.654 -3.477 2.080
H 5.352 -3.853 3.197
H 5.652 -2.131 2.832
H 3.094 -3.630 2.304
C -0.408 -1.849 0.274
C 0.772 -1.259 -0.487
C 0.405 0.122 -1.130
O 1.810 -1.035 0.455
H -0.047 -2.621 0.953
H -1.154 -2.306 -0.395
H -0.982 -1.071 0.798
H 1.208 -1.973 -1.228
H -0.531 0.049 -1.711
H 1.204 0.630 -1.732
H 0.143 0.824 -0.296
H 2.257 -1.863 0.735
C -5.198 3.179 -1.918
C -4.523 1.884 -1.506
C -3.028 1.931 -1.553
O -4.884 1.640 -0.126
H -4.875 4.088 -1.430
H -6.252 3.155 -1.783
H -5.040 3.276 -2.993
H -4.858 1.036 -2.113
H -2.701 2.852 -1.098
H -2.792 1.970 -2.599
H -2.456 1.163 -1.042
H -4.532 0.809 0.188
C 4.135 2.609 -3.126
O 2.880 2.423 -2.512
H 4.624 1.656 -3.329
H 4.002 3.122 -4.080
H 4.720 3.260 -2.492
H 3.058 2.071 -1.646
C -0.366 -3.567 -3.236
O -1.009 -2.685 -4.181
H 0.688 -3.268 -3.186
H -0.898 -3.442 -2.267
H -0.386 -4.596 -3.572
H -0.836 -1.823 -3.802
C -2.034 -5.581 0.536
O -2.912 -4.405 0.442
H -2.602 -6.379 0.142
H -1.112 -5.349 -0.053
H -1.771 -5.663 1.568
H -3.778 -4.664 0.754
C 2.850 2.362 1.148
O 3.371 1.340 0.313
H 2.795 2.117 2.207
H 3.593 3.194 1.085
H 1.887 2.751 0.816
H 2.733 0.598 0.442
C -3.739 -0.411 2.425
O -3.560 -0.750 1.052
H -2.784 -0.372 2.900
H -4.347 0.528 2.562
H -4.367 -1.221 2.855
H -3.137 -1.620 1.075
```

The gap between HOMO and LUMO is 0.3620 hartree. As for the net charge: 0. Its SMILES is CC(C)O.CC(C)O.CC(C)O.CC(C)O.CO.CO.CO.CO.CO.



<b>
ORCA calculation (ωB97M-V with the def2-TZVPD basis set) on 9 unconnected molecules or ions with the total composition C17H52O9.

```
78
Properties=species:S:1:pos:R:3
C -0.524 -4.666 -0.246
O 0.581 -4.913 0.589
H -0.518 -3.718 -0.731
H -1.370 -4.719 0.378
H -0.691 -5.507 -0.869
H 0.537 -5.871 0.797
C -0.008 -0.071 -1.189
O 1.036 0.336 -0.291
H 0.124 -0.048 -2.294
H -0.751 0.642 -1.065
H -0.561 -0.881 -0.630
H 1.307 -0.363 0.275
C 1.563 3.087 -2.557
O 1.961 2.974 -1.295
H 2.039 2.390 -3.163
H 1.366 3.980 -3.035
H 0.482 2.514 -2.605
H 1.566 2.159 -1.033
C 2.877 -2.434 0.627
O 1.444 -2.239 0.687
H 3.008 -2.676 -0.173
H 3.373 -3.091 1.285
H 3.362 -1.507 0.610
H 1.050 -3.070 0.622
C -2.471 2.419 -2.969
O -1.983 1.466 -3.801
H -2.123 3.253 -3.290
H -2.082 2.320 -1.957
H -3.443 2.558 -2.948
H -1.424 1.684 -4.527
C 5.449 0.748 0.796
C 5.616 0.523 -0.701
C 4.449 0.863 -1.562
O 6.748 1.183 -1.173
H 5.442 1.869 1.175
H 6.296 0.437 1.273
H 4.352 0.338 1.085
H 5.748 -0.537 -0.845
H 3.445 0.442 -1.303
H 4.558 0.363 -2.572
H 4.287 1.981 -1.769
H 6.758 1.136 -2.087
C 0.949 2.858 2.981
C -0.530 2.900 2.429
C -1.485 2.146 3.345
O -0.884 4.293 2.382
H 1.625 3.618 2.592
H 1.506 1.962 2.657
H 0.948 3.049 4.041
H -0.452 2.451 1.305
H -1.478 2.642 4.355
H -1.330 1.144 3.658
H -2.457 2.436 2.972
H -0.469 4.682 1.632
C -1.708 -2.075 2.340
C -0.683 -2.642 3.372
C 0.091 -1.523 4.066
O -1.262 -3.505 4.279
H -2.510 -1.528 2.752
H -2.375 -2.858 1.871
H -1.167 -1.626 1.540
H -0.004 -3.277 2.904
H -0.688 -0.791 4.547
H 0.750 -1.081 3.646
H 0.692 -1.970 4.874
H -1.290 -4.314 3.770
C -4.337 0.192 -1.471
C -5.208 0.048 -2.726
C -4.640 -0.921 -3.793
O -6.451 -0.407 -2.382
H -3.163 0.449 -1.771
H -4.316 -0.691 -0.748
H -4.756 1.118 -0.906
H -5.252 1.133 -3.249
H -4.401 -1.737 -3.327
H -3.606 -0.781 -4.186
H -5.261 -0.932 -4.700
H -7.271 0.184 -2.570
```

The gap between HOMO and LUMO is 0.3608 hartree. As for the net charge: 0. Its SMILES is CC(C)O.CC(C)O.CC(C)O.CC(C)O.CO.CO.CO.CO.CO.



<c>
ORCA calculation (ωB97M-V with the def2-TZVPD basis set) on 9 unconnected molecules or ions with the total composition C17H52O9.

```
78
Properties=species:S:1:pos:R:3
C -33.069 -22.051 24.373
C -32.007 -20.923 24.272
O -30.989 -21.345 23.389
H -32.707 -22.827 25.047
H -33.177 -22.409 23.349
H -33.976 -21.621 24.797
H -31.497 -20.674 25.202
H -32.614 -20.050 24.033
H -30.751 -22.247 23.616
C -27.022 -19.848 19.820
C -26.386 -18.941 18.712
O -25.770 -17.725 19.213
H -26.334 -20.401 20.460
H -27.785 -20.544 19.472
H -27.738 -19.296 20.429
H -27.198 -18.555 18.095
H -25.601 -19.393 18.106
H -25.308 -17.346 18.461
C -29.162 -16.949 23.329
C -28.973 -18.300 23.948
O -28.929 -18.211 25.338
H -29.901 -16.352 23.864
H -29.638 -17.172 22.374
H -28.244 -16.396 23.130
H -28.135 -18.861 23.534
H -29.767 -19.003 23.695
H -29.759 -17.903 25.709
C -31.408 -24.737 22.779
C -30.649 -25.040 24.057
O -30.096 -23.912 24.546
H -32.382 -24.329 23.049
H -31.701 -25.613 22.200
H -30.967 -23.982 22.127
H -29.857 -25.755 23.833
H -31.226 -25.591 24.800
H -29.624 -24.147 25.348
C -35.074 -21.331 16.577
C -34.165 -22.348 17.303
O -33.650 -23.267 16.343
H -35.547 -20.652 17.286
H -35.868 -21.789 15.988
H -34.422 -20.660 16.017
H -34.751 -23.016 17.935
H -33.439 -21.822 17.923
H -34.184 -23.635 15.635
C -32.393 -16.310 21.436
C -33.183 -16.157 22.736
O -33.287 -14.751 22.963
H -32.100 -17.347 21.273
H -31.451 -15.762 21.478
H -33.050 -15.982 20.631
H -32.618 -16.607 23.552
H -34.172 -16.611 22.669
H -33.606 -14.364 22.144
C -35.278 -18.364 19.964
C -35.729 -17.852 18.624
O -34.648 -17.871 17.753
H -36.118 -18.766 20.531
H -34.704 -17.616 20.511
H -34.609 -19.213 19.824
H -36.130 -16.840 18.677
H -36.574 -18.436 18.260
H -34.392 -16.961 17.588
C -29.906 -23.018 17.085
C -28.805 -23.832 16.340
O -27.597 -23.515 17.008
H -29.792 -21.934 17.064
H -30.033 -23.358 18.113
H -30.860 -23.280 16.627
H -28.698 -23.598 15.281
H -29.064 -24.891 16.365
H -26.933 -23.522 16.314
C -31.116 -20.454 20.372
O -30.685 -19.564 21.295
H -30.394 -20.578 19.565
H -31.178 -21.398 20.914
H -32.132 -20.304 20.008
H -31.101 -19.840 22.115
```

The gap between HOMO and LUMO is 0.3751 hartree. As for the net charge: 0. Its SMILES is CCO.CCO.CCO.CCO.CCO.CCO.CCO.CCO.CO.



Going by the energies, <a> is most stable and the next is 156.8 kJ/mol up.



<a>
ORCA calculation (ωB97M-V with the def2-TZVPD basis set) on a single C3H5FS molecule.

```
10
Properties=species:S:1:pos:R:3
C -0.736 0.649 0.594
C 0.474 -0.276 0.436
C 0.696 -1.258 -0.521
H -0.458 1.020 -1.716
H -0.541 1.186 1.570
H -1.733 0.090 0.546
H 1.676 -1.754 -0.371
H 0.135 -1.762 -1.190
F 1.250 0.171 1.398
S -0.763 1.935 -0.745
```

The gap between HOMO and LUMO is 0.3729 hartree. As for the net charge: 0. Its SMILES is C=C(F)CS.



<b>
ORCA calculation (ωB97M-V with the def2-TZVPD basis set) on a single C3H5FS molecule.

```
10
Properties=species:S:1:pos:R:3
C 0.847 0.452 -0.665
C -0.205 0.552 0.291
C -0.751 -0.813 0.649
H 0.957 1.338 -1.344
H 1.842 0.180 -0.214
H -0.101 1.124 1.135
H -0.398 -1.552 -0.023
H -0.728 -1.022 1.670
F 0.492 -0.583 -1.477
S -1.955 0.326 -0.023
```

The gap between HOMO and LUMO is 0.3665 hartree. As for the net charge: 0. Its SMILES is FC[C@@H]1CS1.



Going by the energies, <b> is most stable and the next is 34.9 kJ/mol up.



<a>
ORCA calculation (ωB97M-V with the def2-TZVPD basis set) on a single C3H5FS molecule.

```
10
Properties=species:S:1:pos:R:3
C 1.384 0.262 -0.507
C -0.061 0.643 -0.553
C -0.714 0.869 0.777
H 1.830 -0.169 -1.433
H 1.881 1.209 -0.274
H -0.342 1.449 -1.298
H -0.300 0.514 1.710
H -1.547 1.611 0.834
F 1.591 -0.618 0.572
S -1.219 -0.606 -0.187
```

The gap between HOMO and LUMO is 0.3590 hartree. As for the net charge: 0. Its SMILES is FC[C@@H]1CS1.



<b>
ORCA calculation (ωB97M-V with the def2-TZVPD basis set) on a molecular structure, C3H5FS.

```
10
Properties=species:S:1:pos:R:3
C -2.056 -0.743 -0.480
C -0.974 0.147 0.522
C 0.447 -0.609 0.494
H -2.846 0.248 -1.269
H -1.312 -1.320 -1.174
H -2.758 -1.368 0.561
H -1.177 0.232 1.742
H 0.485 -1.817 0.778
F -0.670 1.375 -0.040
S 1.821 -0.070 -0.219
```

The gap between HOMO and LUMO is 0.3057 hartree. As for the net charge: 0.



Going by the energies, <a> is most stable and the next is 386.2 kJ/mol up.